No. 1
Here is a cluster of 3 separate species, C28H43BrIN3O4P in total at a distorted geometry from the OMol25 dataset. Energies are from the ωB97M-V functional and the def2-TZVPD basis.

Results
HOMO level = -11.46 eV
Gap between HOMO and LUMO = 7.33 eV
Charge = +1
F_max = 0.0594 hartree/bohr

Last column: Löwdin charge in e.
Atoms and positions in Å:
C  -2.57  -0.72  1.37  -0.034
C  -1.53  -0.64  0.28  -0.241
O  -0.93  0.64  0.12  -0.107
C  -1.78  1.62  -0.29  -0.389
C  -2.53  2.52  0.70  -0.207
C  -1.91  2.89  2.07  -0.128
C  -0.48  2.41  2.38  -0.234
C  0.30  3.44  3.18  -0.165
C  1.50  2.83  3.88  -0.169
O  2.67  3.07  3.08  -0.019
C  3.80  2.50  3.58  -0.503
C  4.70  1.89  2.55  0.022
O  4.05  2.46  4.78  0.101
C  -2.90  3.77  -0.16  -0.082
C  -2.38  3.44  -1.58  -0.403
C  -2.11  4.72  -2.37  -0.224
C  -3.46  5.18  -2.90  -0.794
O  -4.15  6.02  -2.36  0.033
I  -4.11  4.16  -4.69  0.860
N  -1.17  2.56  -1.29  -0.524
Br  0.20  3.70  -0.58  1.064
P  -0.63  1.83  -2.95  1.083
C  0.88  2.66  -3.50  -0.448
C  1.26  2.05  -4.88  -0.117
C  -0.07  0.12  -2.61  -0.376
C  1.38  -0.03  -2.14  -0.111
H  -2.20  -0.29  2.30  0.081
H  -2.83  -1.76  1.51  0.089
H  -3.49  -0.21  1.10  0.075
H  -0.73  -1.33  0.49  0.109
H  -1.97  -0.97  -0.66  0.098
H  -2.59  1.15  -0.87  0.170
H  -3.49  2.07  0.92  0.130
H  -1.93  3.96  2.16  0.105
H  -2.56  2.52  2.85  0.119
H  0.10  2.16  1.51  0.042
H  -0.55  1.53  3.01  0.107
H  -0.33  3.91  3.92  0.119
H  0.69  4.21  2.52  0.104
H  1.40  1.76  4.01  0.130
H  1.62  3.26  4.87  0.125
H  4.73  2.44  1.63  0.081
H  4.39  0.87  2.36  0.091
H  5.68  1.85  2.99  0.088
H  -2.53  4.70  0.23  0.111
H  -3.98  3.78  -0.26  0.132
H  -3.11  2.89  -2.15  0.099
H  -1.76  5.53  -1.75  0.105
H  -1.46  4.58  -3.23  0.079
H  1.72  2.53  -2.83  0.046
H  0.72  3.72  -3.64  0.059
H  0.85  1.05  -5.01  0.053
H  2.33  2.03  -4.95  0.082
H  0.87  2.69  -5.66  0.076
H  -0.74  -0.41  -1.95  0.033
H  -0.15  -0.37  -3.57  0.082
H  1.50  -0.98  -1.64  0.061
H  2.06  -0.03  -2.98  0.073
H  1.67  0.76  -1.46  0.060
N  -0.73  -3.25  -1.15  0.045
C  0.49  -3.79  -1.01  -0.164
C  0.86  -5.01  -1.55  -0.073
C  -0.08  -5.71  -2.28  -0.060
C  -1.35  -5.17  -2.44  -0.064
C  -1.62  -3.95  -1.86  -0.153
H  1.19  -3.21  -0.42  0.099
H  1.86  -5.39  -1.39  0.092
H  0.17  -6.67  -2.72  0.111
H  -2.11  -5.69  -3.01  0.105
H  -2.60  -3.49  -1.97  0.102
N  2.01  -5.84  1.21  0.049
C  1.35  -5.40  2.28  -0.155
C  1.31  -6.08  3.49  -0.068
C  1.99  -7.28  3.59  -0.072
C  2.67  -7.75  2.49  -0.065
C  2.65  -7.00  1.33  -0.148
H  0.83  -4.46  2.16  0.096
H  0.76  -5.67  4.33  0.103
H  1.98  -7.84  4.52  0.109
H  3.22  -8.69  2.52  0.105
H  3.18  -7.33  0.44  0.105

***

No. 2
Here is a cluster of 2 separate species, C21H24O4 in total at a distorted geometry from the OMol25 dataset. Energies are from the ωB97M-V functional and the def2-TZVPD basis.

Results
HOMO level = -5.77 eV
Gap between HOMO and LUMO = 2.97 eV
Relative energy (zero: lowest compared OMol25 entry of this formula, charge and spin) = 402.1 kJ/mol
F_max = 0.0305 hartree/bohr

Last column: natural (NBO) charge in e.
Atoms and positions in Å:
C  1.55  -2.40  -3.43  -0.620
C  0.23  -2.36  -2.69  -0.068
O  0.49  -2.35  -1.28  -0.551
C  -0.65  -2.29  -0.54  0.741
C  -0.30  -2.31  0.90  -0.287
C  1.11  -2.31  1.31  -0.646
C  -1.39  -2.23  1.85  0.490
C  -1.03  -2.22  3.34  -0.710
O  -2.56  -2.19  1.50  -0.590
O  -1.75  -2.23  -1.07  -0.608
H  1.32  -2.42  -4.49  0.208
H  2.16  -1.52  -3.21  0.207
H  2.12  -3.31  -3.19  0.200
H  -0.33  -1.46  -2.96  0.189
H  -0.37  -3.25  -2.94  0.179
H  1.72  -2.36  0.40  0.244
H  1.38  -1.41  1.87  0.212
H  1.34  -3.18  1.94  0.190
H  0.05  -2.25  3.54  0.200
H  -1.45  -1.33  3.81  0.229
H  -1.49  -3.10  3.82  0.211
C  4.43  -4.54  7.40  -0.263
O  4.88  -4.66  6.03  -0.472
C  3.97  -5.08  5.12  0.376
C  4.36  -5.10  3.75  -0.275
C  3.45  -5.43  2.79  -0.099
C  2.09  -5.79  3.11  -0.180
C  1.21  -6.03  2.04  0.028
C  -0.18  -6.34  2.06  -0.159
C  -0.77  -6.84  0.86  -0.106
C  -2.11  -7.20  0.80  -0.223
C  -2.92  -7.08  1.94  -0.150
C  -2.38  -6.56  3.13  -0.160
C  -1.05  -6.15  3.18  -0.154
C  1.77  -5.88  4.50  -0.060
C  2.66  -5.48  5.48  -0.337
H  5.33  -4.20  7.93  0.213
H  3.62  -3.79  7.49  0.191
H  4.09  -5.50  7.81  0.186
H  5.39  -4.83  3.51  0.240
H  3.74  -5.44  1.74  0.223
H  1.68  -6.08  1.06  0.215
H  -0.13  -6.93  -0.01  0.218
H  -2.53  -7.57  -0.13  0.230
H  -3.97  -7.38  1.91  0.226
H  -3.00  -6.47  4.03  0.218
H  -0.70  -5.66  4.08  0.214
H  0.83  -6.29  4.83  0.210
H  2.35  -5.47  6.53  0.231

***

No. 3
Here is a cluster of 2 separate species, C21H26NO in total at a distorted geometry from the OMol25 dataset. Energies are from the ωB97M-V functional and the def2-TZVPD basis.

Results
HOMO level = -9.68 eV
Gap between HOMO and LUMO = 3.89 eV
Relative energy (zero: lowest compared OMol25 entry of this formula, charge and spin) = 233.7 kJ/mol
Charge = +1
F_max = 0.0285 hartree/bohr

Last column: natural (NBO) charge in e.
Atoms and positions in Å:
C  0.13  2.05  4.20  -0.628
C  0.38  0.67  3.72  -0.317
C  -0.55  -0.05  3.04  0.024
N  -0.40  -1.33  2.55  -0.435
C  -1.50  -1.83  1.72  -0.233
C  -1.40  -3.34  1.59  -0.079
O  -0.11  -3.70  1.11  -0.523
C  0.92  -3.32  2.03  -0.077
C  0.94  -1.80  2.22  -0.241
H  0.81  2.31  5.01  0.220
H  0.28  2.80  3.41  0.181
H  -0.90  2.18  4.56  0.209
H  1.35  0.24  3.98  0.200
H  -1.56  0.35  2.91  0.183
H  -2.45  -1.55  2.20  0.210
H  -1.45  -1.38  0.71  0.167
H  -1.62  -3.80  2.57  0.176
H  -2.10  -3.69  0.82  0.201
H  0.78  -3.79  3.02  0.173
H  1.85  -3.65  1.55  0.202
H  1.28  -1.36  1.26  0.174
H  1.64  -1.54  3.01  0.216
C  4.03  6.94  2.84  -0.660
C  2.87  6.20  2.25  0.138
C  1.59  6.37  2.80  -0.244
C  0.51  5.69  2.28  -0.060
C  0.64  4.80  1.16  -0.210
C  -0.54  4.15  0.74  0.122
C  -0.82  3.26  -0.34  -0.093
C  -2.18  2.86  -0.49  -0.114
C  -2.59  1.99  -1.49  -0.219
C  -1.64  1.49  -2.41  -0.091
C  -0.30  1.87  -2.29  -0.218
C  0.11  2.74  -1.29  -0.121
C  1.95  4.65  0.61  -0.018
C  3.03  5.34  1.16  -0.252
H  4.94  6.72  2.29  0.233
H  3.86  8.03  2.82  0.252
H  4.18  6.67  3.89  0.253
H  1.46  7.04  3.65  0.241
H  -0.48  5.83  2.71  0.227
H  -1.43  4.43  1.31  0.221
H  -2.91  3.26  0.22  0.225
H  -3.64  1.71  -1.57  0.243
H  -1.96  0.82  -3.20  0.242
H  0.43  1.49  -3.00  0.243
H  1.16  3.02  -1.23  0.213
H  2.13  4.00  -0.23  0.204
H  4.03  5.22  0.74  0.238